Entry 1:
C25H40BaBrGeN4S | ωB97M-V/def2-TZVPD

CARTESIAN COORDINATES (ANGSTROEM)
Ba (1.22088, -1.53287, 0.83424)
Br (3.26398, 1.31983, 8.40994)
C (2.55248, 0.32603, 6.96924)
C (1.75478, -0.78747, 7.22014)
C (1.22528, -1.52677, 6.15264)
C (1.48728, -1.16157, 4.82764)
C (2.29388, -0.03557, 4.60564)
C (2.82648, 0.70823, 5.66214)
N (1.02448, -1.80717, 3.67174)
C (0.25248, -2.88677, 3.66214)
C (-0.44582, -3.86097, 2.57604)
C (-1.17472, -4.87877, 3.20334)
C (-1.85702, -5.83117, 2.44084)
C (-1.81262, -5.76877, 1.05524)
C (-1.08462, -4.75217, 0.47094)
N (-0.41412, -3.81627, 1.17284)
H (1.53678, -1.09137, 8.24054)
H (0.61048, -2.38457, 6.39654)
H (2.50798, 0.26333, 3.58104)
H (3.44648, 1.57393, 5.44804)
H (-0.01722, -3.26597, 4.66114)
H (-1.22992, -4.95607, 4.28494)
H (-2.42162, -6.61957, 2.93234)
H (-2.33432, -6.49707, 0.44394)
H (-1.01682, -4.65727, -0.60916)
C (-3.65042, 3.16893, -1.81416)
C (-4.37752, 1.83363, -1.81266)
C (-3.61182, 0.69583, -2.49666)
C (-2.41802, 0.17053, -1.69946)
N (-1.26042, 1.05153, -1.79686)
C (-0.42052, 1.44573, -0.77316)
S (-0.62642, 1.04703, 0.83424)
N (0.58558, 2.25233, -1.26596)
C (1.67108, 2.88463, -0.52206)
C (1.75988, 4.37963, -0.82956)
C (0.55188, 5.19653, -0.36066)
C (0.42268, 5.26863, 1.15304)
H (-4.31932, 3.95823, -1.45566)
H (-3.31992, 3.43863, -2.82196)
H (-2.78162, 3.15803, -1.15236)
H (-5.32952, 1.96673, -2.34086)
H (-4.62762, 1.55353, -0.78276)
H (-3.29882, 1.00423, -3.50146)
H (-4.31402, -0.13737, -2.62716)
H (-2.09702, -0.78687, -2.12556)
H (-2.70792, -0.01547, -0.66266)
H (-0.95672, 1.25563, -2.73676)
H (0.63328, 2.36223, -2.26746)
H (2.59198, 2.39553, -0.85866)
H (1.58928, 2.71073, 0.55234)
H (1.86758, 4.51593, -1.91326)
H (2.66998, 4.78393, -0.37016)
H (-0.37292, 4.79373, -0.78896)
H (0.65598, 6.21793, -0.74606)
H (0.22428, 4.28633, 1.58934)
H (-0.40792, 5.92683, 1.42774)
H (1.33508, 5.66913, 1.60594)
C (2.19688, -3.03657, -4.75126)
Ge (1.25028, -1.47997, -4.07396)
C (2.15448, 0.13523, -4.66706)
C (-0.57162, -1.48687, -4.75106)
C (1.22088, -1.53287, -2.13066)
H (2.21228, -3.00497, -5.85996)
H (1.67998, -3.95827, -4.41396)
H (3.23708, -3.03257, -4.36596)
H (2.16978, 0.16283, -5.77586)
H (3.19478, 0.13853, -4.28196)
H (1.61348, 1.02373, -4.28186)
H (-0.55282, -1.45717, -5.85976)
H (-1.11192, -0.59807, -4.36576)
H (-1.08702, -2.40937, -4.41376)
H (0.70668, -2.45667, -1.79506)
H (3.83148, -1.53287, 0.83424)

Cartesian forces (eV/Å) of the 3 atoms listed first:
1.00 -0.15 -0.60
0.09 0.13 0.21
-0.34 -0.49 -0.21

Output
**Electronic energy**: -170618.988 eV
**M**: 718.532 g mol⁻¹
**Gap between HOMO and LUMO (spin up / spin down)**: 5.6 / 4.9 eV
**HOMO energy (spin up / spin down)**: -3.320 / -2.642 eV
**LUMO level (spin up / spin down)**: 0.0846 / 0.0846 Eh
**Total charge**: -1



Entry 2:
C25H40ClF14N2O6S | ωB97M-V/def2-TZVPD

CARTESIAN COORDINATES (ANGSTROEM)
C (3.06196, 2.62068, 0.83395)
C (1.81160, 3.59622, 0.55235)
F (2.17031, 4.34613, -0.65668)
C (0.42368, 2.78290, 0.26906)
C (0.50866, 2.34663, -1.27488)
N (0.13843, 3.17447, -2.37905)
N (0.16011, 2.94123, -3.68330)
C (0.65820, 1.69666, -4.09891)
C (1.15052, 0.54002, -3.13340)
C (1.69114, -0.84051, -3.70328)
C (3.10777, -1.31902, -3.15989)
C (4.33733, -0.34442, -3.45991)
F (5.43228, -0.89824, -2.69380)
F (4.16482, 0.97755, -2.90462)
C (4.84581, -0.33354, -4.97832)
F (3.81676, -0.50999, -5.94434)
F (5.68413, -1.49497, -5.11293)
C (5.83568, 0.91413, -5.34054)
F (6.68112, 0.39173, -6.37917)
F (6.67213, 1.16412, -4.24444)
C (5.04537, 2.14766, -5.95454)
F (3.74595, 2.36020, -5.37870)
F (4.76484, 1.80322, -7.31744)
S (5.90726, 3.80610, -5.98380)
F (4.40214, 4.59059, -5.94494)
F (5.97937, 3.93986, -4.33089)
F (7.42440, 3.16119, -6.13756)
F (5.77006, 3.86144, -7.67211)
F (6.60367, 5.32040, -6.08214)
C (1.03907, 0.89999, -1.60641)
Cl (1.49595, -0.28806, -0.32288)
H (2.77957, 1.64602, 1.35223)
H (3.78066, 3.18684, 1.53171)
H (3.67708, 2.41131, -0.12110)
H (1.70508, 4.37989, 1.37154)
H (0.45988, 1.88204, 0.97570)
H (-0.44595, 3.48136, 0.49890)
H (-0.21776, 4.11392, -2.10130)
H (0.70470, 1.43782, -5.21950)
H (1.59469, -0.79310, -4.84605)
H (0.92411, -1.64556, -3.37704)
H (3.14563, -1.56424, -2.04566)
H (3.35482, -2.31193, -3.70071)
C (-6.79333, 1.34336, 0.63069)
O (-5.84182, 0.72854, -0.21705)
C (-5.20563, 1.65910, -1.08407)
C (-3.82065, 1.16098, -1.48052)
O (-2.83726, 1.35527, -0.46043)
C (-2.92285, 0.47743, 0.66691)
C (-2.50443, -0.95522, 0.34744)
O (-3.57339, -1.65351, -0.28043)
C (-3.12117, -2.77687, -1.01316)
H (-7.59040, 1.80636, 0.04073)
H (-7.22916, 0.57622, 1.27171)
H (-6.31296, 2.09337, 1.26696)
H (-5.11483, 2.63837, -0.60088)
H (-5.83009, 1.75534, -1.97949)
H (-3.47918, 1.76103, -2.33019)
H (-3.83991, 0.12267, -1.81728)
H (-3.91054, 0.52173, 1.12573)
H (-2.21495, 0.87962, 1.39866)
H (-2.26208, -1.48598, 1.27552)
H (-1.62534, -0.94792, -0.30721)
H (-2.43910, -2.46376, -1.81282)
H (-3.98744, -3.25650, -1.47065)
H (-2.62472, -3.49428, -0.35275)
C (-4.26179, -1.88947, 4.74532)
O (-2.97249, -1.97905, 5.31827)
C (-2.93548, -1.48333, 6.65294)
C (-1.81310, -2.14802, 7.44232)
O (-2.13835, -3.46593, 7.88389)
C (-2.14338, -4.48107, 6.87833)
C (-0.74761, -4.84751, 6.38480)
O (-0.29538, -3.89616, 5.42417)
C (1.11356, -3.89775, 5.29435)
H (-4.58582, -0.84468, 4.69418)
H (-4.21881, -2.29573, 3.73352)
H (-4.98010, -2.47836, 5.32381)
H (-3.89030, -1.66365, 7.15858)
H (-2.75460, -0.40350, 6.59791)
H (-1.65706, -1.56697, 8.35634)
H (-0.86675, -2.13637, 6.89777)
H (-2.80977, -4.21781, 6.05660)
H (-2.57003, -5.36381, 7.36348)
H (-0.77562, -5.82721, 5.89397)
H (-0.05323, -4.88486, 7.23056)
H (1.58666, -3.63120, 6.24621)
H (1.38845, -3.14541, 4.55301)
H (1.46924, -4.87622, 4.95708)

Cartesian forces (eV/Å) of the 3 atoms listed first:
0.52 0.84 0.31
1.01 -0.61 -0.57
-0.87 -0.86 1.58

Output
**Electronic energy**: -103223.266 eV
**M**: 798.095 g mol⁻¹
**Gap between HOMO and LUMO**: 5.7 eV
**HOMO energy**: -10.705 eV
**LUMO level**: -0.1831 Eh
**Total charge**: +1



Entry 3:
C25H40F3OSi4 | ωB97M-V/def2-TZVPD

CARTESIAN COORDINATES (ANGSTROEM)
C (1.93415, -0.83628, 3.83955)
Si (1.24188, -0.74522, 2.10872)
C (2.27819, -1.85627, 1.02874)
C (-0.46751, -1.48796, 2.16524)
Si (1.21682, 1.42132, 1.29315)
Si (-0.09274, 2.80215, 2.61280)
C (0.52023, 2.88671, 4.37284)
C (-0.12663, 4.54259, 1.94563)
C (-1.86385, 2.22296, 2.67906)
Si (3.38095, 2.25063, 1.21588)
C (4.18025, 2.31253, 2.89864)
C (4.48549, 1.21471, 0.12966)
C (3.44326, 3.97980, 0.52364)
O (0.65380, 1.42856, -0.29017)
C (-0.62121, 1.01207, -0.55298)
C (-1.18269, 1.05141, -1.76006)
H (1.92666, -1.85714, 4.20870)
H (2.95601, -0.47050, 3.84911)
H (1.33297, -0.22203, 4.50266)
H (2.20587, -2.89012, 1.35461)
H (1.93025, -1.77939, 0.00198)
H (3.31790, -1.54687, 1.07697)
H (-0.43555, -2.50640, 2.54168)
H (-1.09663, -0.89278, 2.82025)
H (-0.89758, -1.49522, 1.16763)
H (-0.11460, 3.52643, 4.97798)
H (0.52214, 1.89039, 4.80351)
H (1.53085, 3.28175, 4.39097)
H (-0.81378, 5.16303, 2.51404)
H (0.86622, 4.97772, 2.00469)
H (-0.44450, 4.51832, 0.90670)
H (-2.45934, 2.87578, 3.31118)
H (-2.28372, 2.22536, 1.67689)
H (-1.90265, 1.21478, 3.08104)
H (5.19062, 2.70430, 2.83345)
H (3.59920, 2.95272, 3.55480)
H (4.21991, 1.31326, 3.32036)
H (5.47425, 1.65813, 0.05382)
H (4.58213, 0.21799, 0.54857)
H (4.04916, 1.14566, -0.86299)
H (4.47073, 4.32038, 0.43265)
H (2.97652, 3.99018, -0.45740)
H (2.90907, 4.65805, 1.18147)
H (-1.17790, 0.63531, 0.29571)
H (-2.18463, 0.71306, -1.93750)
H (-0.63072, 1.43393, -2.59444)
F (-4.78135, -4.02863, 1.18834)
C (-3.62938, -4.68861, 0.94761)
F (-2.83661, -4.66591, 2.03585)
F (-3.88387, -5.95602, 0.56768)
C (-2.91240, -3.99544, -0.18719)
C (-1.53444, -4.00455, -0.28484)
C (-0.90482, -3.36794, -1.32563)
C (-1.65031, -2.69538, -2.32287)
C (-0.94330, -2.07216, -3.38473)
C (-1.38252, -1.41197, -4.56448)
C (-0.40228, -0.87612, -5.42822)
C (-0.74789, -0.21938, -6.58173)
C (-2.07604, -0.06016, -6.92516)
C (-3.06264, -0.58285, -6.11588)
C (-2.72634, -1.25508, -4.97087)
C (-3.05498, -2.69310, -2.17750)
C (-3.66324, -3.34414, -1.13987)
H (-0.97273, -4.51647, 0.47739)
H (0.17173, -3.38307, -1.39173)
H (0.12994, -2.11350, -3.27966)
H (0.63580, -1.00117, -5.17401)
H (0.02013, 0.17054, -7.22725)
H (-2.34449, 0.46259, -7.82533)
H (-4.10092, -0.47281, -6.38339)
H (-3.52372, -1.70217, -4.42148)
H (-3.68780, -2.13955, -2.83711)
H (-4.73476, -3.34275, -1.03741)

Cartesian forces (eV/Å) of the 3 atoms listed first:
-0.05 0.33 -0.21
0.11 -0.57 0.36
-0.03 0.19 -0.09

Output
**Electronic energy**: -68280.339 eV
**M**: 525.932 g mol⁻¹
**Energy above the lowest of the compared OMol25 structures with the same formula, charge and spin**: 0.00 kcal per mole
**Gap between HOMO and LUMO**: 4.5 eV
**HOMO energy**: -10.597 eV
**LUMO level**: -0.2244 Eh
**Total charge**: +1